No. 1
Molecular formula: C40H35FIN5NaO7S
Method: DFT, the ωB97M-V functional and the def2-TZVPD basis

The geometry in XYZ format:
```
91
Properties=species:S:1:pos:R:3:forces:R:3:lowdin_charge:R:1
Na 2.223643 1.129248 1.889417 -0.64 -0.39 0.06 0.309
C 0.138277 3.284898 6.776902 0.01 0.01 0.00 -0.060
C 1.345308 2.955337 5.940222 -0.04 -0.02 0.01 -0.276
C 1.602148 1.637125 5.571842 -0.02 0.02 -0.12 -0.024
C 2.708891 1.323305 4.802599 0.12 0.05 0.00 -0.063
C 3.566617 2.332849 4.381849 0.02 0.04 0.04 -0.270
C 3.315508 3.651697 4.722515 -0.04 -0.06 -0.01 -0.047
C 2.208194 3.952619 5.503519 0.03 0.05 -0.01 -0.047
S 5.044197 1.945998 3.468864 0.03 0.03 0.11 0.596
O 5.587853 3.208864 3.004207 0.03 0.00 0.03 -0.333
O 5.906121 1.196455 4.366900 0.00 0.03 -0.01 -0.328
N 4.434770 1.038479 2.315841 0.34 0.08 0.19 -0.135
C 5.269885 0.489290 1.400409 -0.09 -0.08 -0.09 -0.260
C 6.629599 0.743180 1.266476 0.21 0.02 -0.01 -0.034
C 7.411907 0.104832 0.296790 0.02 0.01 -0.01 -0.098
C 6.891439 -0.810071 -0.577812 -0.06 -0.01 0.02 -0.087
C 5.512270 -1.107868 -0.492638 0.10 -0.04 -0.08 -0.170
C 4.892787 -2.054333 -1.338848 0.05 -0.01 -0.03 -0.035
C 3.563446 -2.329100 -1.206911 -0.04 0.01 0.03 -0.080
C 2.836287 -1.621868 -0.228939 -0.07 -0.05 -0.06 -0.159
N 3.369057 -0.725054 0.554586 0.03 0.13 0.20 0.126
C 4.697031 -0.462359 0.468701 -0.02 -0.04 -0.03 -0.131
H -0.762738 2.845608 6.348463 -0.03 -0.02 -0.02 0.077
H -0.007174 4.362592 6.852046 0.00 0.02 0.00 0.065
H 0.241911 2.886949 7.788065 0.01 -0.01 0.03 0.075
H 0.913202 0.844414 5.837259 -0.02 -0.04 0.03 0.115
H 2.876465 0.302190 4.495551 0.01 -0.09 0.03 0.109
H 3.975653 4.422937 4.354388 0.04 0.04 -0.01 0.106
H 1.999690 4.985789 5.758691 0.01 0.01 0.01 0.102
H 7.096653 1.455051 1.931646 0.01 -0.01 -0.01 0.092
H 8.466751 0.349741 0.248224 0.03 0.01 0.00 0.096
H 7.504256 -1.304474 -1.320486 0.02 -0.02 -0.03 0.091
H 5.496447 -2.560307 -2.085407 0.00 0.00 0.01 0.106
H 3.068635 -3.060000 -1.834650 -0.01 0.00 0.00 0.091
H 1.770155 -1.790822 -0.105697 -0.05 -0.01 0.00 0.108
F -2.648617 1.287737 -3.089860 0.00 -0.08 0.10 0.048
C -2.631942 0.374334 -2.079755 -0.01 0.06 0.03 -0.186
C -1.772881 0.522323 -1.025491 -0.12 -0.08 -0.08 0.104
C -1.843468 -0.379279 0.032785 0.07 0.04 0.05 -0.023
C -0.842177 -0.236986 1.133461 0.22 0.10 -0.02 -0.278
O 0.073741 0.556789 0.988927 -0.27 -0.11 -0.05 0.078
C -1.090464 -1.076718 2.291662 -0.08 0.03 -0.18 -0.016
C -2.087017 -1.979323 2.230017 0.04 -0.03 0.06 0.028
N -2.883734 -2.232062 1.131047 -0.05 0.00 0.02 -0.013
C -3.889482 -3.249217 1.186740 -0.02 -0.04 0.04 -0.282
C -3.730877 -4.474034 0.326612 0.07 0.01 0.02 -0.106
C -3.543535 -4.560626 1.813904 -0.13 -0.03 -0.02 -0.089
C -2.803872 -1.400611 0.034427 0.07 0.02 -0.05 -0.127
C -3.624922 -1.571725 -1.089000 0.09 0.02 -0.08 0.064
C -3.522893 -0.695601 -2.153032 0.11 0.15 0.02 -0.177
N -4.320393 -0.905583 -3.323556 -0.12 -0.24 0.09 -0.101
C -5.621246 -0.286506 -3.319258 -0.07 0.18 -0.01 -0.151
C -6.500798 -0.965422 -4.352862 -0.01 -0.04 -0.03 -0.093
N -5.814476 -0.884114 -5.691959 -0.05 0.12 -0.11 0.049
C -4.427640 -1.482498 -5.655482 -0.05 -0.04 -0.01 -0.083
C -3.650496 -0.741823 -4.592605 0.11 0.01 -0.12 -0.184
C -0.229818 -1.030037 3.567463 -0.03 0.04 -0.05 -0.667
O -0.804334 -1.399781 4.604304 -0.21 -0.15 0.23 -0.036
O 0.939585 -0.659783 3.390134 0.33 0.15 -0.06 0.005
H -1.041546 1.318019 -0.987499 0.09 0.08 0.00 0.136
H -2.288191 -2.582267 3.105353 0.01 0.00 0.02 0.135
H -4.901621 -2.881909 1.337259 0.02 0.00 0.01 0.150
H -2.837384 -4.513196 -0.280863 0.01 -0.01 -0.02 0.111
H -4.614065 -4.911514 -0.118794 -0.03 0.01 0.01 0.095
H -2.540391 -4.692387 2.187332 0.07 0.02 0.01 0.110
H -4.313513 -5.038635 2.401606 0.00 -0.02 0.02 0.103
H -4.300251 -2.411444 -1.163494 -0.04 0.01 -0.01 0.109
H -5.569292 0.797235 -3.537528 -0.01 -0.03 0.02 0.142
H -6.081878 -0.396960 -2.338379 0.00 -0.02 -0.01 0.143
H -7.475021 -0.490784 -4.459748 0.00 0.00 0.05 0.133
H -6.615180 -2.026856 -4.134096 -0.02 0.05 0.02 0.138
H -5.718357 0.105483 -5.943560 -0.01 -0.09 0.01 0.181
H -6.383669 -1.325507 -6.415305 0.06 0.02 0.08 0.178
H -3.999104 -1.363830 -6.648493 0.05 0.00 0.00 0.136
H -4.550018 -2.537128 -5.411203 0.02 0.03 -0.02 0.139
H -3.551065 0.313407 -4.892654 0.02 -0.02 -0.01 0.127
H -2.638150 -1.139586 -4.542374 0.02 -0.01 0.00 0.090
I 0.168100 -0.243707 -5.674661 -0.04 -0.02 -0.02 0.799
C 0.661531 0.946885 -4.005233 -0.01 -0.03 -0.04 -0.726
C 0.302384 2.283939 -4.006746 -0.04 -0.01 -0.01 -0.178
C 0.630148 3.056390 -2.901529 0.02 -0.01 0.03 -0.027
C 1.292955 2.504953 -1.811664 -0.01 -0.01 -0.06 -0.112
C 1.652900 1.164249 -1.852918 -0.01 0.00 0.04 -0.014
C 1.347254 0.369661 -2.949683 -0.01 -0.01 0.00 -0.146
C 1.576905 3.361492 -0.557402 -0.12 -0.03 -0.08 -0.648
O 1.375870 4.575888 -0.687428 -0.08 0.20 -0.06 -0.020
O 1.939308 2.711344 0.441365 0.18 0.15 0.00 -0.042
H -0.226165 2.713119 -4.846797 -0.02 0.01 -0.03 0.082
H 0.374544 4.105845 -2.851928 -0.01 0.06 0.00 0.112
H 2.160929 0.747467 -0.995601 0.01 0.01 -0.01 0.092
H 1.638650 -0.672314 -2.970544 0.00 -0.01 0.00 0.081
```
Forces are in eV/Å.

Results
**Multiplicity**: 1
**ΔE to the lowest compared entry with this formula, charge and spin**: 60.95 kJ/mol
**HOMO level**: -3.598 eV
**Total charge**: -1
**Electronic energy**: -3303.85814 Ha
**LUMO energy**: -0.484 eV
**Gap between HOMO and LUMO**: 0.114 hartree

---

No. 2
Molecular formula: C40H35N7O2P2STc
Method: DFT, the ωB97M-V functional and the def2-TZVPD basis

The geometry in XYZ format:
```
88
Properties=species:S:1:pos:R:3:forces:R:3:lowdin_charge:R:1
Tc -0.551404 -0.192133 0.611984 0.49 -0.25 -0.24 0.895
O -1.168312 2.109601 7.813013 -0.34 -0.13 -0.04 0.152
N -0.925736 1.091197 7.219756 0.89 0.31 0.11 -0.329
O -0.621715 0.021561 7.705282 -0.30 -0.12 -0.04 0.117
C -0.789688 1.196345 5.742637 -0.25 -0.07 -0.03 -0.039
C -0.473272 2.407105 5.247393 0.01 0.00 0.01 0.102
C -0.252222 2.582275 3.842247 0.02 0.03 0.02 -0.100
C 0.056670 3.829349 3.266539 -0.01 0.01 0.02 0.067
C 0.223881 3.913228 1.906342 -0.01 0.00 0.00 0.014
C 0.110175 2.761108 1.128575 0.00 -0.03 0.06 -0.067
N -0.157210 1.563228 1.646565 0.08 0.05 0.01 -0.047
C -0.359541 1.476748 2.999921 0.00 -0.02 -0.05 -0.141
C -0.741659 0.206523 3.539311 0.02 0.00 -0.09 -0.155
N -0.902047 -0.792821 2.633658 -0.09 -0.05 0.06 -0.093
C -1.310230 -1.980107 3.056656 0.01 0.04 0.01 -0.090
C -1.587528 -2.233707 4.400310 0.00 -0.01 0.00 0.019
C -1.421099 -1.237096 5.329619 -0.01 0.02 0.03 0.074
C -0.971465 0.035711 4.908263 -0.03 0.00 0.00 -0.036
H -0.383989 3.248835 5.922483 -0.01 0.01 -0.01 0.152
H 0.142885 4.707995 3.894693 0.00 -0.01 0.00 0.149
H 0.439352 4.855180 1.422088 0.00 0.00 0.00 0.133
H 0.233285 2.807875 0.057775 0.02 0.00 -0.02 0.085
H -1.436258 -2.751691 2.305875 0.00 0.01 0.00 0.126
H -1.939171 -3.211862 4.697072 0.00 0.00 0.00 0.136
H -1.632759 -1.419454 6.372492 0.01 0.00 -0.01 0.132
N 1.407898 -0.787716 -2.040737 0.31 -0.04 -0.02 -0.253
P 1.876536 -1.810401 -0.868006 -0.46 0.03 0.02 0.939
C 1.307868 -3.452881 -1.099565 0.00 -0.06 -0.07 -0.313
C 1.862367 -4.535487 -0.399150 -0.01 0.02 0.05 -0.065
C 1.347144 -5.803046 -0.591013 0.01 0.01 0.00 -0.023
C 0.287722 -5.996137 -1.474124 -0.02 -0.01 -0.01 0.004
C -0.269881 -4.924555 -2.162554 0.01 -0.01 0.00 -0.021
C 0.232064 -3.647680 -1.981355 0.04 0.00 0.01 -0.059
C 3.610600 -1.823508 -0.336370 0.25 0.07 -0.04 -0.160
C 4.649762 -2.588120 -0.745032 0.00 0.03 0.02 0.021
C 5.823641 -2.641091 0.068527 -0.08 0.10 0.10 0.128
C 5.894097 -2.031991 1.329769 0.07 -0.04 -0.10 0.032
C 4.848166 -1.265953 1.771028 -0.01 0.15 -0.11 0.132
C 3.739710 -0.953685 0.849504 -0.38 -0.29 0.30 -0.272
P 0.093229 0.349270 -1.720555 -0.25 0.00 0.27 0.920
C -0.944713 -0.038517 -3.136910 0.04 0.08 -0.11 -0.402
C -2.081937 -0.836617 -2.987415 -0.04 0.00 0.06 -0.134
C -2.808304 -1.228789 -4.103972 0.00 -0.03 0.04 -0.045
C -2.396954 -0.841818 -5.372040 0.05 0.04 -0.03 -0.018
C -1.252347 -0.064185 -5.532439 -0.07 -0.05 -0.01 -0.026
C -0.527590 0.336048 -4.423967 0.00 0.05 0.00 -0.085
C 0.857113 1.940109 -2.074361 0.21 -0.03 -0.05 -0.406
C 2.141615 2.195041 -1.584735 -0.04 -0.02 0.00 -0.117
C 2.725166 3.437801 -1.753645 -0.02 0.08 -0.02 -0.045
C 2.022176 4.449166 -2.403677 0.04 -0.01 0.02 -0.024
C 0.743437 4.209735 -2.883561 -0.04 -0.02 -0.01 -0.029
C 0.161313 2.957280 -2.725706 -0.08 0.04 0.07 -0.094
H 1.617302 -1.002166 -3.012459 -0.02 0.03 -0.02 0.113
H 2.683002 -4.396225 0.294252 0.00 -0.01 0.00 0.110
H 1.772089 -6.645488 -0.062207 0.00 0.00 0.00 0.132
H -0.102277 -6.993756 -1.630289 0.00 0.00 0.01 0.137
H -1.087408 -5.089680 -2.851199 0.01 0.00 0.00 0.130
H -0.194682 -2.819478 -2.534758 0.01 -0.01 0.01 0.088
H 4.595254 -3.212464 -1.628980 0.00 0.02 -0.01 0.148
H 6.669790 -3.223480 -0.281770 0.01 -0.03 0.01 0.158
H 6.766776 -2.183915 1.952277 0.00 0.01 0.00 0.151
H 4.888829 -0.768856 2.735567 0.00 0.00 0.00 0.158
H 4.150767 0.003118 0.433282 0.18 0.03 -0.10 0.222
H -2.402150 -1.156591 -2.001398 -0.02 0.05 -0.01 0.060
H -3.693462 -1.839795 -3.983995 0.00 0.00 0.00 0.123
H -2.965019 -1.147042 -6.241304 0.00 0.00 0.01 0.131
H -0.931554 0.231304 -6.522493 0.00 0.00 0.00 0.129
H 0.353095 0.953751 -4.564482 -0.02 -0.04 0.02 0.116
H 2.691859 1.411404 -1.072150 0.00 0.00 -0.04 0.080
H 3.726881 3.627686 -1.391322 0.00 -0.01 -0.01 0.121
H 2.479698 5.419449 -2.545191 0.00 0.00 0.00 0.130
H 0.202838 4.991493 -3.400424 0.01 0.00 0.00 0.128
H -0.827526 2.779616 -3.134073 0.04 0.00 -0.01 0.105
S -2.947663 -0.033770 0.599508 -0.15 0.13 -0.03 0.670
C -3.843060 1.122840 -0.345653 -0.03 -0.20 0.06 -0.738
N -5.123746 1.312897 -0.108031 -0.05 -0.02 -0.05 0.058
C -5.702944 2.361593 -0.966032 0.01 -0.03 0.03 -0.067
C -4.546505 2.643049 -1.947009 0.02 -0.01 -0.01 -0.075
N -3.423713 1.911659 -1.322581 0.04 0.09 -0.02 0.063
H -5.626550 0.833249 0.622916 0.01 0.02 0.01 0.160
H -5.962029 3.231178 -0.365264 0.01 0.01 0.01 0.136
H -6.596300 1.994775 -1.463864 -0.01 0.01 -0.01 0.137
H -4.317908 3.702171 -2.024681 0.00 0.01 -0.01 0.130
H -4.741266 2.243262 -2.941402 0.00 -0.01 0.00 0.131
H -2.531445 1.786312 -1.766565 0.02 -0.05 -0.02 0.096
N 2.395580 -0.672982 1.375883 0.46 -0.06 0.17 0.024
C 1.327190 -0.864031 0.594330 -0.57 0.20 -0.21 -0.390
H 2.315447 -0.108357 2.213059 0.02 0.00 0.00 0.154
```
Forces are in eV/Å.

Results
**Multiplicity**: 2
**HOMO level (alpha / beta)**: -18.462 / -18.476 eV
**Total charge**: +4
**Electronic energy**: -3239.31619 Ha
**LUMO energy (alpha / beta)**: -13.467 / -13.493 eV
**Gap between HOMO and LUMO (alpha / beta)**: 0.184 / 0.183 hartree